# 1
This record from OMol25 describes a structure of composition C12H33AlN3O3 at a distorted geometry. The level of theory is ωB97M-V with the def2-TZVPD basis set.

Geometry as XYZ:
```
52
Properties=species:S:1:pos:R:3
Al -29.18918 -26.92109 14.22486
C -29.71339 -24.89091 10.11293
C -29.23555 -25.66069 11.39319
C -28.25348 -24.78882 12.24786
O -27.86678 -25.21635 13.51177
C -26.53884 -24.77758 13.74770
N -30.38439 -26.00235 12.17474
H -30.32212 -24.00769 10.30646
H -30.15028 -25.61184 9.42191
H -28.74039 -24.60592 9.71272
H -28.74537 -26.58339 11.08266
H -28.71343 -23.81373 12.40830
H -27.41558 -24.58159 11.58221
H -26.51491 -23.69213 13.84420
H -25.85725 -25.13951 12.97793
H -26.11512 -25.15786 14.67719
H -30.84458 -25.10330 12.16845
H -31.01592 -26.52296 11.58293
C -33.68435 -26.91878 14.48710
C -32.16781 -27.03988 14.67470
C -31.76447 -28.50131 15.14915
O -30.35494 -28.59424 15.33502
C -30.08194 -29.85178 16.00687
N -31.54897 -26.68548 13.41056
H -34.32780 -27.26569 15.29563
H -34.02662 -27.46094 13.60560
H -33.90083 -25.86408 14.31733
H -31.86697 -26.25404 15.36755
H -32.12077 -29.23086 14.42190
H -32.30796 -28.76401 16.05673
H -30.27981 -30.69154 15.34072
H -30.80747 -30.13596 16.76907
H -29.09660 -29.78326 16.46787
H -31.89489 -27.30981 12.69595
H -32.03335 -25.82306 13.20635
C -30.42467 -30.43272 11.59565
C -30.01954 -29.41739 12.75921
C -28.77614 -29.90615 13.56676
O -28.46399 -29.00515 14.60494
C -27.29962 -29.45263 15.32676
N -29.69732 -28.10775 12.18772
H -29.52401 -30.72834 11.05756
H -31.21327 -30.06501 10.93914
H -30.97658 -31.21773 12.11261
H -30.87823 -29.17529 13.38540
H -27.87192 -29.91574 12.95816
H -29.06361 -30.88186 13.95847
H -26.42754 -29.40451 14.67464
H -27.35263 -30.45548 15.75053
H -27.08189 -28.89999 16.24069
H -28.76362 -28.21808 11.81875
H -30.17034 -27.89196 11.32182
```

Summary:
Charge: +3
E_HOMO, eV: -18.57
HOMO-LUMO gap, eV: 4.932
E_tot, eV: -30151.6466
ΔE to the lowest compared entry with this formula, charge and spin, kJ/mol: 534.4
E_LUMO, eV: -13.642


# 2
This record from OMol25 describes a structure of composition C12H33BF3NO7V at a distorted geometry. The level of theory is ωB97M-V with the def2-TZVPD basis set.

Geometry as XYZ:
```
58
Properties=species:S:1:pos:R:3
V 2.71253 -19.95980 -15.71189
C 5.41676 -21.08370 -17.58546
O 6.57056 -20.42864 -17.03959
O 4.33913 -20.41398 -17.17867
C 5.55269 -21.28700 -19.09917
F 6.59938 -22.11389 -19.38520
F 4.43971 -21.92870 -19.56719
F 5.71396 -20.16961 -19.83942
C 7.57783 -21.30529 -16.58628
C 8.74566 -20.44367 -16.12424
H 9.18303 -19.85752 -16.93317
H 8.29678 -19.70328 -15.45334
H 9.53888 -20.97483 -15.60188
H 7.95674 -22.01979 -17.32271
H 7.23304 -21.86896 -15.71030
H 5.42557 -22.12814 -17.21951
B 0.75881 -19.53625 -14.18581
H 1.47650 -20.10707 -13.47032
H 0.10916 -20.33192 -14.73432
H 0.08452 -18.84613 -13.54693
H 1.32783 -18.91898 -14.96870
C 1.05510 -21.41323 -18.17317
C 1.18425 -22.90932 -17.92165
O 2.27382 -23.16765 -17.04574
O 1.06088 -20.59518 -17.00527
H 0.11639 -21.26998 -18.71224
H 1.89163 -21.13051 -18.81129
H 1.39725 -23.38380 -18.88322
H 0.26168 -23.29583 -17.47514
H 2.41514 -24.11406 -16.96526
H 0.15328 -20.50046 -16.69040
C 4.42035 -21.68665 -13.81935
C 4.24000 -20.35400 -13.10390
O 4.15600 -19.28467 -14.07235
O 3.32085 -21.87488 -14.71976
H 4.40660 -22.54928 -13.15220
H 5.34307 -21.64183 -14.40281
H 5.17345 -20.21591 -12.55231
H 3.38725 -20.32504 -12.43328
H 4.91226 -18.70635 -13.96672
H 3.06126 -22.79040 -14.81892
C 1.28800 -15.94563 -16.41342
C 1.95012 -17.04554 -17.27476
C 2.64666 -16.37981 -18.46454
O 3.57903 -17.25680 -19.05753
C 2.98476 -18.37300 -19.69890
N 2.87440 -17.86187 -16.43794
H 0.65131 -16.30252 -15.60670
H 0.65733 -15.34503 -17.07206
H 2.10860 -15.34771 -16.00776
H 1.12983 -17.69704 -17.58595
H 3.17033 -15.48666 -18.11614
H 1.92923 -16.01806 -19.20777
H 3.75984 -18.79847 -20.33215
H 2.18648 -18.05961 -20.38155
H 2.61891 -19.09840 -18.97346
H 3.19472 -17.21347 -15.71870
H 3.68976 -17.91826 -17.06983
```

Summary:
2S+1: 4
Charge: 0
E_HOMO (spin up / spin down), eV: -7.17 / -8.42
HOMO-LUMO gap (spin up / spin down), eV: 7.383 / 8.620
E_tot, eV: -63316.7313
ΔE to the lowest compared entry with this formula, charge and spin, kJ/mol: 0.0
Expectation value of S²: 3.7542
E_LUMO (spin up / spin down), eV: 0.216 / 0.202


# 3
This record from OMol25 describes a structure of composition C12H33BeF12N3O3P2 at a distorted geometry. The level of theory is ωB97M-V with the def2-TZVPD basis set.

Geometry as XYZ:
```
66
Properties=species:S:1:pos:R:3
Be -0.20597 -0.16500 0.21117
P -2.95034 1.21191 1.93743
F -1.35522 1.08014 2.26366
F -2.59448 2.00630 0.61384
F -2.65321 -0.12448 1.06996
F -4.53121 1.21582 1.52593
F -3.27378 0.31323 3.29720
F -3.11703 2.55767 2.79943
P 2.62080 -1.37255 -1.35921
F 3.78369 -2.51945 -1.04815
F 1.73776 -1.69446 -0.08546
F 3.54321 -0.35369 -0.46707
F 1.48989 -0.21831 -1.66209
F 3.41017 -1.10325 -2.72691
F 1.67934 -2.49356 -2.11084
C -3.54588 -0.88702 -3.04109
C -2.65488 -1.08519 -1.86562
C -2.05892 -2.48293 -1.76402
O -1.16660 -2.48507 -0.61180
C -0.69942 -3.80289 -0.29212
N -1.64049 0.01097 -1.81557
H -4.02133 0.09191 -2.97995
H -4.31584 -1.65316 -2.95010
H -2.92482 -0.88937 -3.93685
H -3.28055 -0.97956 -0.97934
H -1.58062 -2.79770 -2.69152
H -2.84474 -3.21734 -1.58731
H 0.01673 -4.13288 -1.04468
H -1.45841 -4.57111 -0.14424
H -0.18374 -3.82039 0.66803
H -2.12727 0.89344 -1.88196
H -1.19640 -0.01824 -2.72222
C 0.18133 4.32724 -1.46490
C 0.69487 2.84241 -1.34361
C 2.25364 2.84589 -1.32163
O 2.96456 3.27918 -2.46655
C 2.93651 2.36853 -3.52982
N 0.09593 2.43558 -0.08044
H 0.54746 4.76298 -2.39452
H 0.55419 4.84964 -0.58390
H -0.90465 4.40041 -1.52332
H 0.33402 2.20953 -2.15437
H 2.66488 1.87447 -1.04718
H 2.57962 3.48684 -0.50247
H 3.55967 2.68396 -4.36665
H 1.88715 2.33327 -3.82257
H 3.29648 1.37068 -3.27918
H 0.61482 2.96366 0.60658
H -0.77395 2.94554 -0.02264
C 2.79185 -0.53036 3.99277
C 1.75895 -0.86020 2.90029
C 0.48832 -1.52444 3.46471
O -0.53369 -1.62191 2.39980
C -1.65451 -2.27776 2.87732
N 1.50287 0.31377 2.09011
H 2.93426 0.52946 4.20402
H 3.80433 -0.82214 3.71377
H 2.55260 -1.01906 4.93724
H 2.32463 -1.56626 2.29236
H 0.10904 -0.85657 4.23815
H 0.77047 -2.45836 3.95081
H -2.51418 -2.24057 2.20822
H -1.98203 -1.76927 3.78411
H -1.47919 -3.34070 3.04320
H 1.27060 1.06091 2.72881
H 2.46880 0.48965 1.85319
```

Summary:
Charge: 0
E_HOMO, eV: -9.98
HOMO-LUMO gap, eV: 8.873
E_tot, eV: -75190.6772
ΔE to the lowest compared entry with this formula, charge and spin, kJ/mol: 323.5
E_LUMO, eV: -1.103


# 4
This record from OMol25 describes a structure of composition C12H34AlB4CdO6 at a distorted geometry. The level of theory is ωB97M-V with the def2-TZVPD basis set.

Geometry as XYZ:
```
58
Properties=species:S:1:pos:R:3
Al -25.64538 -1.12737 30.49801
Cd -27.82744 -4.32441 28.49178
B -30.07626 -4.29722 28.28809
H -31.15836 -4.35929 27.73250
H -29.33999 -4.22655 27.33042
H -29.86221 -3.40681 29.01692
H -30.06341 -5.31656 28.94874
B -27.41535 -2.21579 28.19640
H -28.05438 -2.61527 27.29850
H -26.34376 -2.68569 28.06926
H -27.39690 -1.01140 28.26838
H -27.93927 -2.60303 29.20721
B -26.84289 -5.77049 27.24805
H -27.59732 -6.14852 28.12457
H -27.35137 -4.94440 26.59432
H -25.98086 -5.18439 27.81396
H -26.46512 -6.76576 26.70688
B -26.74275 -4.37620 30.78091
H -27.69712 -4.88683 30.32116
H -26.13829 -4.03656 29.77651
H -26.99445 -3.40935 31.43320
H -26.03547 -5.19505 31.31212
O -23.63956 -2.99613 29.56743
C -23.10720 -4.04302 29.26944
O -21.94622 -4.01887 28.62508
C -21.51548 -5.33312 28.19269
C -22.67522 -6.26483 28.54563
C -23.49861 -5.46205 29.55778
H -20.59230 -5.63065 28.68617
H -21.33019 -5.22958 27.12750
H -22.33952 -7.22633 28.92198
H -23.27515 -6.41888 27.64716
H -23.28866 -5.79873 30.57549
H -24.55696 -5.67068 29.41692
O -26.75661 -1.76114 33.13287
C -27.62521 -1.90960 33.96105
O -27.30539 -2.03258 35.25686
C -28.41559 -2.55843 36.00938
C -29.66766 -2.29808 35.17767
C -29.10540 -2.12026 33.76150
H -28.42534 -2.15033 37.01440
H -28.21325 -3.63055 36.08210
H -30.10751 -1.34773 35.48069
H -30.41094 -3.08227 35.27457
H -29.56032 -1.27074 33.25854
H -29.21883 -3.02232 33.15642
O -23.27462 -8.07676 33.54114
C -23.85512 -8.53222 32.60435
O -23.21376 -8.90422 31.45993
C -24.18502 -9.31285 30.46642
C -25.43196 -9.66247 31.26527
C -25.35280 -8.61126 32.39165
H -23.84008 -10.18423 29.92042
H -24.35871 -8.41468 29.87155
H -25.44809 -10.69499 31.61007
H -26.36393 -9.53325 30.71144
H -25.92106 -8.96372 33.24656
H -25.76306 -7.67469 32.01400
```

Summary:
Charge: +1
E_HOMO, eV: -12.24
HOMO-LUMO gap, eV: 2.676
E_tot, eV: -39127.7935
E_LUMO, eV: -9.562